86
Properties=species:S:1:pos:R:3:forces:R:3 method="wB97M-V/def2-TZVPD" gap_ev=4.02 lumo_energy_ev=-7.5 charge=+2 e_homo_ev=-11.5
N -5.8979 4.9798 -5.0980 -0.09 -0.20 0.05
C -5.8523 5.5863 -3.9114 0.90 0.02 0.22
C -4.7891 5.3989 -3.0100 -0.20 -0.42 -0.39
C -3.7239 4.5266 -3.3558 -1.13 -1.01 0.30
C -3.7793 3.9359 -4.6486 -0.47 -0.10 -0.28
C -4.9071 4.1567 -5.4603 0.70 0.33 0.67
C -2.6315 4.2408 -2.4374 -0.82 1.13 -0.90
Ba -0.0289 3.2287 -0.5834 1.01 -1.10 0.61
P 4.8526 -0.2447 -0.8794 1.32 -0.74 -0.12
C -1.5834 3.3947 -2.7977 0.38 -0.99 -0.64
C -1.7598 1.9268 -2.8436 -0.86 -0.76 -1.79
C -0.9574 1.0645 -3.6343 -0.01 0.20 0.51
C -0.8229 -0.2823 -3.3217 -0.46 -0.66 0.20
C -1.6226 -0.8850 -2.3083 0.05 0.81 0.20
C -2.5964 -0.0640 -1.6895 0.03 -0.93 -0.08
C -2.7312 1.2753 -2.0412 0.09 0.40 0.44
Br 1.0040 0.2056 -0.9306 0.00 0.99 0.47
H -2.6950 4.7561 -1.4580 0.64 0.98 -0.82
H -0.5999 3.8052 -3.1558 -0.65 -0.28 1.09
H -4.7972 5.9159 -2.0612 0.01 -0.01 0.11
H -2.9787 3.2988 -5.0367 -0.25 0.27 0.31
H -6.6678 6.2724 -3.6679 0.24 -0.28 -0.10
H -4.9899 3.6883 -6.4463 0.04 0.18 0.39
H -0.4513 1.5124 -4.4830 0.48 -0.20 0.23
H -3.6024 1.8466 -1.6911 0.61 -0.14 0.40
H -0.0453 -0.8800 -3.8057 -0.42 0.37 -0.04
H -3.2102 -0.4961 -0.8706 0.24 0.57 -0.82
P -1.2632 -2.5625 -1.6337 -0.47 0.27 0.06
C 4.2806 1.4780 -0.7512 -0.43 0.25 0.02
C 5.3997 2.4316 -1.1907 -0.10 0.07 0.09
H 3.9610 1.6636 0.2860 0.13 0.03 -0.16
H 3.3977 1.5478 -1.3973 0.02 0.36 0.17
H 5.1485 3.4632 -0.9286 0.06 0.01 -0.11
H 6.3550 2.1851 -0.7065 -0.30 0.03 -0.16
H 5.5413 2.3834 -2.2782 0.06 -0.01 0.25
C 4.1979 -0.7775 -2.5074 -0.11 0.14 -0.11
C 5.0812 -1.8932 -3.0710 -0.07 0.04 -0.13
H 4.1967 0.1000 -3.1691 0.07 -0.17 0.05
H 3.1519 -1.0764 -2.3718 0.09 -0.05 -0.23
H 4.8016 -2.1450 -4.0994 0.01 -0.07 0.15
H 6.1307 -1.5743 -3.0739 -0.23 -0.12 0.00
H 5.0066 -2.7977 -2.4541 0.06 0.13 -0.14
C 3.8826 -1.2783 0.2957 -0.13 0.19 0.14
C 4.7723 -1.6761 1.4767 -0.08 -0.16 0.08
H 3.4941 -2.1649 -0.2300 0.17 0.23 0.05
H 3.0163 -0.6830 0.5954 -0.02 -0.27 0.24
H 4.2598 -2.3763 2.1477 0.07 0.14 -0.04
H 5.6940 -2.1640 1.1250 -0.28 0.22 0.14
H 5.0563 -0.7876 2.0576 0.04 -0.24 -0.11
C -0.9200 -2.5096 0.1674 0.40 0.83 -0.32
C -0.9766 -3.8429 0.8870 -0.02 -0.49 0.02
H -1.6389 -1.8095 0.6171 0.04 -0.03 -0.24
H 0.0533 -2.0102 0.2756 -0.18 -0.17 -0.06
H -2.0085 -4.1895 0.9797 0.13 -0.09 0.03
H -0.3899 -4.6391 0.4042 -0.13 0.29 0.12
H -0.5750 -3.7146 1.8966 -0.05 -0.05 -0.14
C 0.1124 -3.2762 -2.5436 0.24 0.05 0.46
C -0.0734 -3.5944 -4.0222 -0.09 -0.03 -0.46
H 0.3110 -4.2122 -2.0039 0.22 0.19 -0.01
H 0.9436 -2.5824 -2.3661 0.08 -0.21 -0.04
H -0.8191 -4.3759 -4.1898 0.03 0.13 0.08
H -0.3435 -2.7293 -4.6405 0.02 -0.23 0.24
H 0.8718 -3.9839 -4.4090 -0.09 0.06 0.05
C -2.6445 -3.7347 -1.8003 0.33 -0.36 -0.49
C -3.9407 -3.2806 -1.1490 -0.62 -0.07 -0.07
H -2.3120 -4.7166 -1.3727 -0.07 0.82 -0.43
H -2.7435 -3.8671 -2.8972 -0.21 -0.06 0.56
H -4.1866 -2.2582 -1.4384 -0.10 -0.11 -0.01
H -4.7762 -3.9166 -1.4814 0.34 0.20 0.14
H -3.9154 -3.3313 -0.0543 0.13 0.02 -0.20
C 1.5812 1.9595 2.6325 0.45 0.25 -0.34
N 0.6389 0.9829 3.1573 -1.16 -0.13 -0.34
C 0.9627 0.0099 4.1000 -0.96 0.09 -0.41
C -0.1691 -0.7056 4.3345 0.44 0.43 -0.17
N -1.1801 -0.1660 3.5562 0.76 0.63 -0.72
C -2.5404 -0.6604 3.4932 -0.81 -0.29 0.08
C -0.6857 0.8567 2.7843 1.09 -0.95 1.35
Se -1.7005 1.7442 1.5181 -0.16 0.30 0.24
H 1.1356 2.9706 2.5968 0.02 -0.48 0.21
H 1.9240 1.6727 1.6184 -0.22 -0.04 0.41
H 2.4703 2.0013 3.2866 -0.53 -0.05 -0.27
H 1.9544 -0.0686 4.5003 0.08 -0.05 0.08
H -0.3264 -1.5556 4.9744 -0.08 0.07 0.07
H -2.5801 -1.6693 3.0522 0.15 0.32 0.17
H -2.9963 -0.6970 4.4951 0.34 0.04 -0.33
H -3.1436 0.0119 2.8700 0.29 -0.20 0.25


86
Properties=species:S:1:pos:R:3:forces:R:3 method="wB97M-V/def2-TZVPD" gap_ev="3.53 / 3.53" lumo_energy_ev="-8.0 / -8.0" charge=+2 e_homo_ev="-11.5 / -11.5"
N -6.7669 4.9697 -5.0635 -0.10 0.44 -0.23
C -6.3050 5.3663 -3.8874 0.47 -0.42 0.38
C -5.2817 4.6917 -3.2156 0.60 -0.78 0.14
C -4.6506 3.5279 -3.7849 -1.22 0.26 -0.92
C -5.1376 3.2037 -5.0719 0.11 0.05 0.45
C -6.1745 3.9477 -5.6528 0.48 -0.47 0.23
C -3.5791 2.8145 -3.0326 1.03 0.46 1.28
Hg 0.1760 -0.3369 -2.5519 0.96 0.65 1.61
P 3.2254 -0.6882 -0.9082 0.93 0.36 1.71
C -2.5681 1.8613 -3.1536 -2.19 0.64 -0.62
C -1.4765 1.9973 -2.1792 0.64 -0.56 1.36
C -0.0378 2.0623 -2.4357 -0.88 0.51 -1.81
C 0.7659 3.0167 -1.6729 -0.39 -1.39 0.03
C 0.1991 3.5930 -0.5783 1.32 1.00 -0.44
C -1.0615 3.3119 -0.1489 -2.15 -2.90 0.21
C -1.8068 2.3006 -0.8427 -1.08 1.31 0.11
Br 0.5186 2.1035 2.0408 -0.66 -0.46 0.84
H -3.5043 3.3433 -2.0699 0.28 0.00 -0.49
H -2.6491 1.1177 -3.9523 0.73 0.40 -0.06
H -4.9997 5.0713 -2.2315 0.11 -0.22 -0.24
H -4.7414 2.3650 -5.6247 0.11 -0.08 -0.03
H -6.7745 6.2541 -3.4565 0.18 -0.33 -0.01
H -6.5468 3.7051 -6.6415 0.07 -0.18 0.04
H 0.2231 1.9402 -3.5057 0.09 0.68 0.25
H -2.7556 1.8524 -0.4571 0.54 1.07 -0.29
H 1.7134 3.2932 -2.1253 0.12 -0.07 0.37
H -1.5403 3.6717 0.7850 0.82 -0.18 -0.46
P -0.3373 -2.1958 -0.8000 -1.45 -0.54 -0.57
C 3.7672 0.9584 -0.2078 -0.47 0.08 -0.34
C 5.2672 1.2379 -0.2019 0.24 0.31 0.36
H 3.3614 1.0798 0.8129 -0.02 -0.17 -0.42
H 3.2370 1.6836 -0.8419 0.24 0.16 0.28
H 5.4293 2.2680 0.1561 0.05 -0.33 -0.20
H 5.8073 0.5694 0.4870 -0.21 0.32 -0.41
H 5.7127 1.1523 -1.1999 -0.06 0.12 0.33
C 4.6128 -1.0759 -2.0427 -0.38 -0.20 -0.69
C 5.7714 -1.8965 -1.5244 0.69 -0.11 -0.32
H 4.9992 -0.1478 -2.4652 -0.24 0.06 -0.09
H 4.1146 -1.5920 -2.8737 0.31 -0.06 0.01
H 6.3375 -2.3147 -2.3599 -0.07 0.03 -0.02
H 6.4883 -1.3005 -0.9529 -0.23 -0.06 -0.03
H 5.4429 -2.7294 -0.9210 -0.01 -0.25 0.17
C 3.6140 -1.7284 0.6477 -0.39 -0.11 -0.44
C 4.8808 -1.5356 1.4999 0.13 -0.06 0.25
H 3.5755 -2.7740 0.3286 -0.12 -0.04 0.00
H 2.7474 -1.5770 1.3116 0.08 -0.04 -0.22
H 4.9276 -2.3451 2.2415 -0.08 0.10 -0.17
H 5.8278 -1.5707 0.9511 -0.45 0.03 0.13
H 4.8541 -0.6107 2.0797 -0.04 0.04 -0.16
C -0.1858 -2.8420 0.9440 1.06 0.80 -0.36
C -1.1119 -3.9942 1.2876 -0.25 -0.34 0.23
H -0.3702 -1.9747 1.6011 0.17 -0.29 -0.21
H 0.8745 -3.1305 1.0643 -0.43 0.11 0.07
H -2.1689 -3.7131 1.3444 0.24 -0.01 -0.25
H -1.0029 -4.8697 0.6389 0.00 0.26 0.11
H -0.8396 -4.3159 2.2937 0.01 -0.13 0.03
C -0.3143 -3.7212 -1.8293 0.29 -0.32 0.29
C -0.4205 -3.5977 -3.3557 -0.20 -0.01 0.20
H -1.1685 -4.2960 -1.4485 0.33 -0.15 -0.11
H 0.6129 -4.2525 -1.5561 -0.31 0.09 -0.05
H -1.4673 -3.6093 -3.6850 0.28 0.17 0.05
H 0.0584 -2.6802 -3.7278 0.00 -0.08 -0.08
H 0.0824 -4.4450 -3.8365 -0.11 0.25 0.09
C -2.1326 -1.7465 -0.8630 -0.14 -0.04 -0.32
C -2.7574 -1.1294 0.3933 -0.20 0.16 0.08
H -2.6475 -2.6782 -1.1335 -0.13 0.29 0.02
H -2.2461 -1.0453 -1.7116 -0.16 -0.39 0.32
H -3.5765 -0.4672 0.0854 0.14 -0.16 0.19
H -3.1921 -1.9043 1.0385 0.17 0.29 -0.14
H -2.0568 -0.5311 0.9943 -0.13 -0.10 -0.23
C -2.1019 -1.7782 5.2196 -0.37 -0.40 -0.15
N -0.8866 -1.0086 5.4808 0.69 0.48 -0.88
C 0.1376 -1.4623 6.3043 -0.60 0.76 -0.31
C 1.0473 -0.4598 6.3865 -0.06 0.00 -0.01
N 0.5792 0.5907 5.6301 -0.27 -0.96 -0.65
C 1.2353 1.8670 5.4824 0.38 0.41 0.27
C -0.5508 0.2285 4.9643 0.99 -1.34 2.35
Se -1.3489 1.3107 3.7196 -0.13 0.67 -1.36
H -2.9237 -1.1015 4.9276 0.42 -0.37 0.30
H -2.3468 -2.3331 6.1453 -0.06 0.48 -0.52
H -1.9523 -2.5271 4.4205 0.08 0.45 0.27
H 0.0951 -2.4259 6.7850 -0.02 0.09 0.00
H 1.9918 -0.4248 6.9102 -0.20 0.12 -0.01
H 1.7856 2.0491 6.4066 0.05 0.09 -0.22
H 1.8951 1.8762 4.6139 -0.01 -0.01 0.14
H 0.4722 2.6308 5.3586 0.06 0.08 0.01


133
Properties=species:S:1:pos:R:3:forces:R:3 method="wB97M-V/def2-TZVPD" gap_ev=10.77 lumo_energy_ev=0.0 e_homo_ev=-10.7
C 0.0942 -1.2927 0.1108 0.69 -0.91 1.56
C 0.2001 0.1712 0.4501 -1.22 0.16 -1.03
O 1.5755 0.5488 0.6120 0.22 -0.93 0.17
C 1.9775 1.7659 0.3656 0.37 -0.32 0.45
O 1.3074 2.7002 0.0605 -0.51 0.79 -0.38
C 3.5053 1.9057 0.6111 0.09 0.09 -1.44
F 4.1076 0.7322 0.8064 -0.13 0.32 0.55
F 4.0802 2.4482 -0.4771 -0.32 -0.14 0.23
F 3.6907 2.7371 1.6278 0.21 -0.22 0.50
H -0.9382 -1.5860 -0.0737 0.02 0.28 -0.45
H 0.3750 -1.8793 0.9981 0.04 0.07 0.03
H 0.7890 -1.6283 -0.6549 -0.28 0.32 -0.38
H -0.3722 0.4147 1.3461 0.26 0.00 0.07
H -0.2770 0.7075 -0.3780 0.42 0.42 0.13
C -0.0246 -4.7392 -1.4398 1.55 -0.04 0.59
C 0.5114 -4.2910 -2.7788 -1.28 0.09 -0.14
O 1.7590 -3.6274 -2.5523 0.45 -0.52 0.20
C 2.2602 -2.9925 -3.5981 -0.09 0.37 1.12
O 1.6944 -2.7793 -4.6130 -0.18 0.01 -1.35
C 3.6459 -2.3935 -3.2826 0.04 0.30 -0.35
F 3.5083 -1.0815 -3.0295 -0.03 -0.23 0.23
F 4.2438 -2.9811 -2.2492 0.03 0.10 -0.01
F 4.4294 -2.5026 -4.3581 0.08 -0.16 0.07
H -1.0608 -5.0523 -1.4595 -0.03 0.09 0.01
H 0.1762 -3.9256 -0.7355 -0.71 0.21 -0.11
H 0.6196 -5.5201 -1.0160 -0.29 -0.35 -0.31
H -0.2016 -3.5933 -3.2164 0.20 0.15 -0.08
H 0.6271 -5.1025 -3.4977 0.29 -0.05 0.08
C -6.8230 -5.3628 1.6068 0.37 0.39 -0.30
C -5.5576 -5.8623 0.9471 0.45 -1.03 0.33
O -5.2600 -5.1420 -0.2602 -0.83 0.70 -0.11
C -4.0461 -4.6935 -0.4734 -0.40 -0.69 -0.72
O -3.0623 -4.9956 0.1201 0.91 0.17 0.69
C -3.9930 -3.8820 -1.7901 -0.31 -0.68 -0.02
F -3.9088 -4.7493 -2.8209 -0.03 -0.02 0.11
F -5.0954 -3.1598 -1.9687 0.18 0.35 -0.01
F -2.9112 -3.1349 -1.8147 0.14 0.58 -0.01
H -7.3349 -6.1877 2.0927 -0.04 -0.01 0.08
H -7.4650 -4.9443 0.8326 -0.17 0.02 0.15
H -6.5758 -4.6021 2.3437 -0.25 0.13 0.00
H -5.6828 -6.9102 0.6699 0.08 0.06 -0.23
H -4.6813 -5.8165 1.5922 -0.08 0.08 0.07
C 4.6233 -6.7102 3.6445 -0.03 -0.12 -0.17
C 5.3157 -6.0332 2.4795 0.46 0.16 0.70
O 4.4738 -5.0076 1.9108 -0.37 -0.69 -1.03
C 4.4575 -3.8522 2.5303 0.31 -0.23 -0.39
O 5.0646 -3.5916 3.5143 0.21 0.59 1.00
C 3.6848 -2.7779 1.7481 0.01 0.39 -0.57
F 4.5575 -1.8450 1.3333 -0.18 -0.21 0.35
F 3.0811 -3.2446 0.6480 -0.15 -0.19 0.14
F 2.7560 -2.1973 2.5123 0.10 0.01 0.04
H 3.6031 -6.9791 3.3710 0.02 -0.06 -0.08
H 4.5621 -6.0704 4.5211 0.15 0.01 0.03
H 5.1608 -7.6314 3.8734 -0.01 0.07 0.19
H 5.5911 -6.7571 1.7165 -0.52 0.23 -0.41
H 6.2502 -5.5484 2.7699 -0.09 -0.05 0.22
C -1.8759 0.4257 -5.6819 0.00 0.59 -0.78
C -2.3965 1.2476 -4.4810 -0.85 -0.57 -0.12
O -1.8416 0.5955 -3.3340 0.44 0.27 0.65
S -0.4683 -0.0951 -3.7427 -1.28 0.04 -0.60
O -0.2660 -1.2207 -2.9145 0.23 -0.11 0.21
O 0.5069 0.9192 -3.9091 0.38 -0.04 -0.11
O -1.0481 -0.6075 -5.1480 0.65 0.10 0.32
H -1.3136 1.0612 -6.3689 0.24 -0.07 0.18
H -2.6528 -0.0451 -6.2787 -0.11 -0.17 0.29
H -3.4687 1.1174 -4.3414 -0.02 0.17 -0.17
H -2.1565 2.3051 -4.5440 0.30 -0.07 0.18
C -0.3182 4.9585 2.7409 0.69 -0.84 0.19
C -1.2011 4.1627 1.7558 -0.65 -0.54 1.27
O -1.5491 5.0673 0.7178 -0.16 0.22 -0.64
S -1.2011 6.5594 1.1377 0.85 -0.70 -0.29
O -2.2406 7.0918 1.9322 -0.45 0.18 0.42
O -0.7056 7.2589 0.0161 -0.02 0.20 -0.39
O 0.0427 6.1299 2.0217 -0.08 0.78 0.37
H 0.6146 4.4533 2.9808 0.02 -0.10 -0.25
H -0.7944 5.1546 3.7013 -0.33 0.40 -0.24
H -2.1079 3.8444 2.2745 -0.07 0.07 -0.10
H -0.7287 3.2645 1.3716 0.26 0.30 -0.47
C -5.7074 3.2827 0.0634 0.36 1.16 0.78
C -6.0697 2.7524 -1.3269 -0.02 -1.29 0.49
O -4.9857 1.8484 -1.6601 0.41 -0.21 -0.70
S -3.7452 1.9820 -0.6816 -1.29 1.09 0.51
O -2.9569 3.0954 -1.0581 0.56 0.20 -0.45
O -3.1727 0.7238 -0.4233 0.09 -0.52 0.08
O -4.6479 2.4508 0.5504 0.30 -0.47 0.12
H -6.4446 3.2767 0.8650 -0.43 -0.46 -0.48
H -5.3783 4.3279 0.0422 0.29 -0.19 -0.31
H -6.1917 3.4971 -2.1036 0.11 0.17 0.06
H -6.9117 2.0637 -1.2884 -0.30 0.38 -0.06
C 4.1847 7.8216 -2.3903 -0.44 -0.40 0.01
C 3.0483 8.1056 -1.3846 0.22 -0.29 1.15
O 3.1848 7.0985 -0.3418 0.01 -0.34 -0.09
S 4.6377 6.4502 -0.3736 -0.62 0.40 -0.12
O 4.5505 5.0868 -0.0239 -0.08 -0.27 -0.13
O 5.5509 7.2932 0.3077 0.30 0.41 0.01
O 4.8009 6.6039 -1.9457 0.42 -0.24 0.16
H 4.9290 8.6076 -2.4663 -0.03 0.08 0.00
H 3.7450 7.5491 -3.3408 0.17 0.31 -0.33
H 2.0633 7.9528 -1.8055 -0.12 0.11 -0.10
H 3.1158 9.0401 -0.8317 0.04 0.30 -0.56
C 1.0213 4.6092 -2.3867 0.33 -0.59 -0.37
C -0.3883 4.0374 -2.4469 0.41 0.49 0.90
O -0.7958 4.1179 -3.8180 0.32 0.02 -0.34
S 0.0842 5.1758 -4.6398 -0.67 0.29 0.50
O -0.7348 6.2696 -5.0133 -0.15 0.36 0.07
O 0.8068 4.5175 -5.6623 0.46 -0.49 0.07
O 0.9935 5.6294 -3.4151 0.20 0.02 -0.18
H 1.7999 3.8767 -2.6156 -0.09 0.05 -0.15
H 1.2625 5.0656 -1.4311 -0.15 0.20 -0.06
H -0.9966 4.6918 -1.8214 -0.45 -0.28 -0.24
H -0.4370 3.0078 -2.1120 -0.10 -0.03 -0.07
C -0.5023 -4.8295 2.1784 -0.04 -1.79 0.28
C 0.8944 -5.4894 1.9959 -0.07 1.05 0.29
O 1.6082 -5.1539 3.2023 0.33 0.02 0.49
S 0.6517 -4.5402 4.3315 0.58 -0.52 -0.82
O 1.3152 -3.4901 4.9992 0.12 0.47 0.03
O 0.0956 -5.6060 5.0793 -0.46 -0.28 0.08
O -0.3722 -3.9511 3.2899 -0.40 0.84 0.02
H -1.1807 -5.6371 2.4691 -0.23 0.23 -0.09
H -0.9077 -4.3468 1.3004 0.14 0.47 0.08
H 1.4686 -5.0160 1.2045 -0.02 -0.31 -0.20
H 0.8255 -6.5692 1.9158 0.04 -0.02 -0.20
C 1.0411 1.0372 4.0557 0.10 -0.20 0.81
C 0.5816 0.4840 5.4283 -0.23 0.16 0.17
O -0.7837 0.9033 5.5374 -0.92 -0.43 0.39
S -1.4589 1.1352 4.1224 1.61 -0.54 1.08
O -2.5020 2.0692 4.2999 0.23 0.63 -0.43
O -1.7100 -0.1013 3.4742 0.08 -0.15 -0.35
O -0.0748 1.7694 3.5412 -1.13 0.37 -0.67
H 1.3064 0.2163 3.3949 0.13 0.15 -0.21
H 1.8442 1.7495 4.2175 0.12 -0.02 -0.43
H 1.0538 0.9288 6.3019 0.26 0.10 -0.25
H 0.6736 -0.5945 5.5050 -0.15 -0.16 -0.17


How do the records compare in energy above the lowest of the compared OMol25 structures with the same formula, charge and spin? In the order shown, they have 12.5 130.4 0.0 kcal/mol.